C24H29AsBFeN9S2 | ωB97M-V/def2-TZVPD

Cartesian coordinates (Å):
Fe  0.9631  0.2639  -0.5343
N  2.1678  0.0732  3.1936
C  0.8706  0.1409  3.6583
C  0.3403  0.2785  4.9367
C  -1.0347  0.3344  5.0278
C  -1.8499  0.2593  3.8852
C  -1.3192  0.1132  2.6218
C  0.0690  0.0519  2.5160
N  0.8762  -0.1010  1.3996
C  2.1102  -0.0437  1.8407
C  3.2678  0.0871  0.9709
C  4.5388  0.3952  1.3237
S  5.4859  0.6162  -0.0765
C  4.1225  0.2861  -1.0517
N  3.0464  0.0086  -0.3903
H  3.0015  0.1787  3.7433
H  0.9689  0.3508  5.8148
H  -1.4929  0.4494  6.0013
H  -2.9241  0.3287  3.9960
H  -1.9404  0.0870  1.7409
H  4.9639  0.5405  2.3036
H  4.1721  0.2986  -2.1320
B  1.0152  3.1693  -2.5822
N  1.0715  1.7161  -3.1463
C  1.1033  1.4797  -4.4611
C  1.3747  0.1407  -4.6679
C  1.4905  -0.3770  -3.3829
N  1.3055  0.5841  -2.4659
N  0.9264  3.2254  -1.0257
C  0.7345  4.3919  -0.4025
C  0.8638  4.1987  0.9588
C  1.1321  2.8409  1.0778
N  1.1775  2.2569  -0.1268
H  2.0488  3.7216  -2.9148
H  0.0415  3.7214  -3.0337
H  0.9370  2.2777  -5.1653
H  1.4717  -0.3809  -5.6042
H  1.7135  -1.3904  -3.0941
H  0.5347  5.2850  -0.9706
H  0.7662  4.9250  1.7466
H  1.2837  2.2848  1.9865
C  0.3950  -3.1702  0.9126
As  0.8255  -2.2194  -0.7349
C  2.3932  -3.3032  -1.2471
C  -0.5491  -2.9876  -1.8820
H  0.2595  -4.2328  0.7166
H  -0.5227  -2.7569  1.3312
H  1.1984  -3.0362  1.6384
H  2.1032  -4.1127  -1.9138
H  2.8321  -3.7280  -0.3441
H  3.1498  -2.6909  -1.7373
H  -0.2190  -3.9361  -2.3049
H  -0.7951  -2.2828  -2.6734
H  -1.4475  -3.1398  -1.2864
C  -5.6441  -2.1988  -1.0255
C  -4.8910  -1.0059  -0.5107
C  -5.4910  -0.0585  0.3075
C  -4.6880  0.9863  0.7276
N  -3.4156  1.1120  0.3731
C  -2.9154  0.1559  -0.4418
S  -1.2960  0.3334  -1.0508
N  -3.6155  -0.9076  -0.8732
H  -6.7116  -2.1120  -0.8280
H  -5.2687  -3.1061  -0.5485
H  -5.4775  -2.3017  -2.0972
H  -6.5287  -0.1362  0.6016
H  -5.0763  1.7672  1.3757

LUMO energy (alpha / beta) = -0.441 / -0.441 eV
DFT total energy = -5745.53764 Ha
HOMO-LUMO gap (alpha / beta) = 0.227 / 0.227 hartree
Multiplicity = 1
Strongest force on any atom = 1.379 eV Å⁻¹
HOMO level (alpha / beta) = -6.610 / -6.614 eV

In the Mulliken picture, each atom carries the following charge in e: number 1, Fe, carries -0.703; number 2, N, carries 0.072; number 3, C, carries 0.920; number 4, C, carries -1.338; number 5, C, carries -0.467; number 6, C, carries -0.714; number 7, C, carries -0.390; number 8, C, carries -0.254; number 9, N, carries 1.662; number 10, C, carries -0.531; number 11, C, carries -0.298; number 12, C, carries -0.489; number 13, S, carries -0.194; number 14, C, carries -0.366; number 15, N, carries 0.670; number 16, H, carries 0.219; number 17, H, carries 0.437; number 18, H, carries 0.396; number 19, H, carries 0.492; number 20, H, carries -0.006; number 21, H, carries 0.406; number 22, H, carries 0.384; number 23, B, carries 0.067; number 24, N, carries -0.203; number 25, C, carries -0.290; number 26, C, carries -1.338; number 27, C, carries -0.677; number 28, N, carries 1.257; number 29, N, carries -0.301; number 30, C, carries -0.301; number 31, C, carries -1.259; number 32, C, carries -0.134; number 33, N, carries 0.951; number 34, H, carries -0.183; number 35, H, carries -0.121; number 36, H, carries 0.430; number 37, H, carries 0.438; number 38, H, carries 0.562; number 39, H, carries 0.420; number 40, H, carries 0.436; number 41, H, carries 0.422; number 42, C, carries -1.463; number 43, As, carries 1.362; number 44, C, carries -1.421; number 45, C, carries -1.282; number 46, H, carries 0.457; number 47, H, carries 0.342; number 48, H, carries 0.387; number 49, H, carries 0.370; number 50, H, carries 0.405; number 51, H, carries 0.389; number 52, H, carries 0.446; number 53, H, carries 0.352; number 54, H, carries 0.336; number 55, C, carries -1.211; number 56, C, carries 0.889; number 57, C, carries -0.724; number 58, C, carries -0.348; number 59, N, carries -0.492; number 60, C, carries 0.236; number 61, S, carries -0.445; number 62, N, carries -0.389; number 63, H, carries 0.369; number 64, H, carries 0.254; number 65, H, carries 0.299; number 66, H, carries 0.354; number 67, H, carries 0.442